No. 1
The following is a quantum chemistry calculation of 2 unconnected molecules or ions with the total composition C7H9N2OP, from the OMol25 dataset.

The geometry in XYZ format:
```
20
Properties=species:S:1:pos:R:3:forces:R:3
C 1.963 1.026 2.595 -0.76 -1.33 0.85
C 1.708 1.105 1.268 0.31 1.24 -1.14
C -0.026 0.267 2.198 4.07 1.81 0.16
C -0.874 -1.714 -0.992 -2.71 0.49 1.21
C -2.060 -1.059 -0.790 0.18 -0.21 -0.40
C 0.185 -0.900 -1.315 4.50 -0.63 -0.96
C -0.214 0.350 -1.969 1.66 2.84 -0.63
N 0.851 0.425 3.185 0.42 0.40 0.24
N 0.406 0.712 1.007 0.19 -0.29 -0.71
O -2.912 1.471 -1.859 0.07 0.41 0.79
P -1.894 0.588 -1.304 1.04 -1.67 -1.43
H 2.892 1.240 3.142 -0.67 -0.09 -0.28
H 2.397 1.539 0.541 -0.52 -0.21 -0.14
H -0.917 -0.142 2.364 -3.70 -1.57 0.47
H -0.885 -2.736 -0.717 0.60 -1.00 -0.10
H -2.852 -1.688 -0.471 -1.12 0.44 0.46
H 0.600 -0.513 -0.394 0.19 0.34 2.18
H 1.122 -1.371 -1.692 -0.85 0.16 -0.33
H 0.503 1.248 -1.775 -1.45 -1.56 0.20
H 0.007 0.153 -3.021 -1.44 0.42 -0.46
```
Positions in Å, forces in eV/Å.

Summary:
- LUMO (alpha / beta) (eV) = -2.62 / -2.62
- net charge = 0


No. 2
The following is a quantum chemistry calculation of a molecular structure, C63H60CsN6O9PS, from the OMol25 dataset.

The geometry in XYZ format:
```
141
Properties=species:S:1:pos:R:3:forces:R:3
Cs 0.127 0.759 0.524 1.14 -3.18 -0.64
O 0.670 0.502 3.342 0.14 0.01 0.44
C 0.339 1.461 4.323 -0.03 -0.08 -0.06
C 0.478 2.877 3.759 -0.04 0.03 0.00
N -0.036 3.060 2.409 -0.19 0.20 0.15
C 0.567 4.199 1.716 -0.06 0.07 0.15
C 0.531 4.146 0.165 -0.08 -0.21 -0.03
O 0.709 5.228 -0.399 0.04 0.16 -0.08
O 0.375 2.996 -0.338 0.33 2.40 -0.61
C -1.493 3.133 2.331 0.07 -0.04 0.12
C -2.168 1.784 2.600 0.02 0.14 0.20
O -2.709 1.706 3.821 0.07 0.02 -0.03
O -2.187 0.889 1.798 -0.95 0.07 0.46
H 0.025 -0.233 3.375 -0.02 0.03 0.04
H 1.016 1.381 5.183 0.05 0.02 0.01
H -0.667 1.281 4.694 0.04 0.02 0.01
H 1.538 3.124 3.723 0.05 0.00 0.00
H 0.009 3.576 4.478 0.03 0.02 -0.01
H 1.628 4.229 1.976 -0.01 0.02 0.04
H 0.131 5.161 2.028 0.02 -0.03 0.05
H -1.743 3.406 1.301 -0.03 -0.05 0.08
H -1.899 3.889 3.023 0.00 -0.01 -0.02
C 3.447 1.822 -2.021 0.01 0.03 0.00
C 3.522 0.480 -2.697 -0.06 0.01 -0.07
C 3.459 0.377 -4.082 0.00 -0.04 0.01
C 3.446 -0.861 -4.706 -0.07 0.04 -0.02
C 3.462 -2.016 -3.943 -0.04 -0.03 0.05
C 3.529 -1.958 -2.556 0.02 0.00 -0.22
C 3.468 -3.203 -1.722 0.01 -0.07 -0.01
C 3.593 -0.704 -1.961 -0.11 0.16 0.37
N 3.679 -0.607 -0.542 -0.09 0.03 -0.34
C 4.829 -0.560 -0.027 0.12 -0.03 0.65
C 6.134 -0.639 -0.776 0.06 -0.01 -0.10
C 4.916 -0.379 1.490 -0.08 -0.07 -0.60
C 6.290 -0.166 2.072 0.03 -0.02 0.08
N 3.835 -0.394 2.143 0.04 -0.05 0.40
C 3.860 -0.114 3.531 -0.02 0.02 -0.39
C 3.764 -1.151 4.454 -0.05 0.08 0.10
C 3.667 -2.574 3.991 0.02 -0.08 0.01
C 3.741 -0.822 5.805 0.01 -0.04 -0.02
C 3.815 0.497 6.224 -0.01 0.00 0.00
C 3.909 1.512 5.282 -0.03 0.03 -0.02
C 3.927 1.224 3.924 -0.01 0.01 0.13
C 3.998 2.308 2.887 -0.02 0.09 -0.01
H 3.616 2.620 -2.744 -0.02 0.01 0.00
H 4.181 1.933 -1.220 0.02 -0.03 -0.01
H 2.462 1.992 -1.575 0.01 0.00 0.00
H 3.396 1.285 -4.671 0.01 0.01 -0.02
H 3.362 -0.925 -5.782 0.01 -0.01 -0.05
H 3.381 -2.985 -4.421 0.01 -0.01 -0.03
H 3.554 -4.088 -2.353 0.01 -0.01 -0.01
H 2.500 -3.251 -1.217 -0.03 0.03 0.04
H 4.252 -3.240 -0.962 0.01 0.01 -0.01
H 5.960 -0.837 -1.832 0.02 0.01 0.04
H 6.769 -1.425 -0.365 -0.01 -0.03 0.00
H 6.687 0.298 -0.684 -0.01 0.02 -0.02
H 6.788 0.680 1.595 -0.02 0.02 0.00
H 6.918 -1.040 1.888 -0.01 -0.02 0.01
H 6.238 0.011 3.144 0.01 -0.01 -0.02
H 2.765 -2.729 3.400 -0.05 0.03 -0.03
H 3.639 -3.256 4.841 0.00 0.00 0.01
H 4.512 -2.854 3.357 0.02 0.01 0.00
H 3.653 -1.620 6.533 0.00 0.01 0.03
H 3.783 0.735 7.280 0.01 0.01 0.02
H 3.950 2.549 5.597 0.00 0.01 0.03
H 3.976 3.293 3.354 -0.01 0.00 0.02
H 3.160 2.237 2.190 -0.02 -0.04 -0.01
H 4.910 2.245 2.289 0.02 0.01 0.01
O -4.730 -6.161 3.494 -0.01 -0.04 0.25
N -3.537 -5.884 3.326 0.02 0.16 -0.71
O -2.691 -6.772 3.159 -0.04 -0.04 0.27
C -3.143 -4.529 3.252 0.03 -0.28 0.18
C -4.133 -3.569 3.453 -0.06 0.06 -0.01
C -3.856 -2.230 3.551 0.03 0.09 0.04
C -4.858 -1.189 3.642 0.03 -0.02 -0.02
C -4.497 0.063 3.928 0.00 -0.10 0.03
C -3.086 0.355 4.323 0.04 0.05 0.06
N -2.093 -0.610 3.956 -0.14 -0.01 0.08
C -2.488 -1.779 3.568 0.16 -0.16 -0.09
C -1.504 -2.736 3.002 -0.15 0.28 0.02
N -0.386 -2.183 2.506 0.08 0.03 0.12
C 0.492 -2.951 1.894 -0.15 -0.06 0.05
C 0.319 -4.332 1.796 0.15 0.05 -0.15
C -0.817 -4.915 2.296 -0.06 -0.03 0.06
C -1.810 -4.110 2.890 0.00 0.03 -0.10
H -5.154 -3.919 3.534 -0.02 0.03 0.02
H -5.890 -1.432 3.416 -0.02 -0.02 0.00
H -5.206 0.881 3.933 -0.01 0.04 0.04
H -3.016 0.553 5.403 -0.03 0.00 -0.07
H 1.347 -2.462 1.437 0.06 0.07 0.05
H 1.061 -4.930 1.281 0.00 -0.01 0.01
H -0.983 -5.974 2.197 0.02 0.03 0.00
O -1.211 -3.223 -9.000 0.07 0.08 -0.05
C -0.676 -2.112 -8.400 -0.11 0.06 0.19
O -0.368 -1.180 -9.103 0.02 -0.09 -0.02
C -0.547 -2.155 -6.932 0.02 0.03 -0.24
C -0.131 -0.999 -6.259 0.06 -0.04 0.04
C 0.021 -0.982 -4.893 0.10 0.12 0.05
C -0.237 -2.109 -4.076 -0.18 -0.17 -0.02
S -0.118 -2.102 -2.365 0.18 0.13 -0.08
C -0.657 -3.268 -4.780 0.01 -0.04 0.08
C -0.798 -3.289 -6.148 -0.07 -0.09 0.07
H -1.457 -3.848 -8.310 -0.02 -0.04 0.02
H 0.077 -0.111 -6.843 0.00 0.00 0.00
H 0.376 -0.085 -4.411 0.01 0.09 0.06
H -0.871 -4.157 -4.199 0.01 -0.01 0.00
H -1.110 -4.235 -6.588 0.02 0.01 -0.02
C -6.968 3.752 -0.745 -0.03 0.00 -0.01
C -6.632 3.008 -1.872 -0.01 0.01 0.03
C -5.377 2.433 -1.976 0.04 -0.01 -0.01
C -4.433 2.588 -0.961 -0.01 -0.03 -0.07
C -4.783 3.334 0.159 -0.02 0.03 0.08
C -6.042 3.915 0.272 0.02 -0.03 -0.05
P -2.745 1.842 -1.025 -0.28 0.15 -0.38
C -3.157 0.182 -1.691 -0.05 0.10 -0.06
C -3.433 -0.813 -0.753 0.00 -0.02 0.03
C -3.782 -2.090 -1.166 0.02 0.02 0.02
C -3.846 -2.390 -2.518 0.01 -0.02 -0.01
C -3.566 -1.410 -3.458 0.04 0.02 0.03
C -3.225 -0.131 -3.046 -0.04 0.00 -0.04
C -2.019 2.720 -2.455 -0.05 -0.01 0.05
C -2.344 4.042 -2.739 -0.04 0.03 0.01
C -1.619 4.764 -3.676 0.00 0.00 -0.01
C -0.563 4.169 -4.347 -0.02 0.01 0.01
C -0.234 2.849 -4.071 -0.04 -0.04 -0.04
C -0.949 2.132 -3.128 0.04 0.02 -0.05
H -7.952 4.197 -0.662 -0.01 0.00 0.00
H -7.353 2.872 -2.669 -0.02 0.01 -0.01
H -5.123 1.846 -2.850 0.00 -0.01 -0.01
H -4.066 3.461 0.961 0.02 -0.02 0.00
H -6.296 4.485 1.156 0.00 0.02 0.02
H -3.360 -0.593 0.306 0.02 0.03 0.03
H -3.967 -2.858 -0.425 -0.01 -0.02 0.01
H -4.076 -3.398 -2.839 -0.01 -0.01 0.00
H -3.570 -1.647 -4.515 -0.01 -0.01 -0.02
H -2.984 0.619 -3.789 0.00 0.00 0.00
H -3.159 4.526 -2.213 0.00 -0.01 0.01
H -1.874 5.799 -3.868 0.00 0.02 -0.01
H 0.009 4.732 -5.073 0.01 0.01 -0.01
H 0.591 2.374 -4.588 0.02 -0.01 0.00
H -0.675 1.107 -2.910 0.06 -0.08 0.04
```
Positions in Å, forces in eV/Å.

Summary:
- LUMO (eV) = 3.16
- net charge = -2


No. 3
The following is a quantum chemistry calculation of a gas-phase ion, C5H13N2 (charge +1), from the OMol25 dataset.

The geometry in XYZ format:
```
20
Properties=species:S:1:pos:R:3:forces:R:3
C -0.516 0.595 2.188 -0.25 1.05 -0.88
C 0.395 0.444 0.965 0.29 -1.30 1.05
C 0.271 -1.041 0.412 -1.52 0.77 -1.36
C 0.107 -1.015 -1.126 -0.03 0.82 0.49
C -1.109 -0.950 -1.714 0.02 -0.75 0.89
N 1.274 -0.638 -1.761 0.40 0.39 -0.42
N 0.019 1.470 -0.078 0.50 -0.34 0.36
H -1.541 0.390 1.858 0.08 -0.20 0.17
H -0.526 1.645 2.499 0.15 -0.16 0.32
H -0.276 -0.039 3.032 0.24 -0.15 -0.07
H 1.442 0.703 1.150 -0.19 -0.24 0.41
H 1.017 -1.767 0.733 0.37 0.51 0.13
H -0.688 -1.389 0.795 0.10 -0.25 0.06
H -1.974 -1.132 -1.076 0.15 -0.01 -0.21
H -1.306 -0.959 -2.780 0.34 0.27 0.05
H 2.186 -0.922 -1.439 -0.22 -0.30 0.14
H 1.244 -0.441 -2.750 -0.06 -0.25 0.00
H -0.778 1.144 -0.655 0.47 0.04 -0.20
H -0.150 2.392 0.323 -0.18 -0.10 0.14
H 0.910 1.510 -0.579 -0.67 0.20 -1.06
```
Positions in Å, forces in eV/Å.

Summary:
- LUMO (eV) = -3.24
- net charge = +1


No. 4
The following is a quantum chemistry calculation of C4H3NO in the gas phase, from the OMol25 dataset.

The geometry in XYZ format:
```
9
Properties=species:S:1:pos:R:3:forces:R:3
C -0.094 0.713 -0.734 -0.82 2.42 -1.34
C -0.500 -0.531 -0.715 -0.41 -1.05 -1.28
C 0.577 0.941 0.574 0.81 1.55 0.66
C 0.096 -1.137 0.533 -1.76 0.01 0.02
N 0.729 -0.085 1.283 0.39 -1.69 0.54
O -0.181 -2.224 0.929 0.62 -0.59 0.39
H -0.359 1.490 -1.515 0.51 -0.99 1.27
H -1.182 -1.020 -1.446 0.93 0.19 0.80
H 0.913 1.852 1.091 -0.26 0.14 -1.06
```
Positions in Å, forces in eV/Å.

Summary:
- LUMO (eV) = -0.99
- net charge = 0


No. 5
The following is a quantum chemistry calculation of a molecular structure, C45H56GeN4Si4TeV, from the OMol25 dataset.

The geometry in XYZ format:
```
112
Properties=species:S:1:pos:R:3:forces:R:3
V 0.063 -0.238 -0.226 0.01 0.28 0.68
C -3.687 -4.536 -0.190 -0.02 0.03 0.02
C -2.396 -5.004 -0.404 0.04 -0.01 -0.02
C -1.299 -4.195 -0.156 -0.02 -0.04 0.02
C -1.460 -2.887 0.314 -0.07 0.09 0.14
C -2.765 -2.426 0.517 0.07 0.04 0.01
C -3.861 -3.238 0.271 0.02 0.01 0.03
N -0.372 -2.043 0.553 0.23 -0.09 -0.21
C 0.686 -2.551 1.321 -0.13 0.00 -0.03
C 0.619 -3.593 2.239 0.03 -0.01 0.00
C 1.761 -4.002 2.933 0.00 0.02 -0.02
C 2.976 -3.367 2.713 0.00 -0.01 0.01
C 3.063 -2.308 1.813 -0.06 0.04 0.11
C 1.923 -1.882 1.141 0.00 -0.14 -0.13
N 1.837 -0.853 0.240 -0.09 0.03 -0.22
N 3.006 -0.268 -0.182 0.01 0.02 0.04
C 2.718 0.676 -1.028 -0.09 -0.29 -0.22
C 3.754 1.387 -1.731 0.01 0.17 0.17
C 3.430 2.346 -2.627 0.01 0.02 -0.03
C 2.055 2.630 -2.891 0.01 0.05 -0.02
C 1.109 1.904 -2.239 -0.01 -0.02 0.05
N 1.376 0.929 -1.328 0.01 -0.01 -0.14
H -4.543 -5.169 -0.393 -0.01 0.00 0.00
H -2.242 -6.009 -0.781 0.00 0.00 0.00
H -0.295 -4.563 -0.329 0.00 0.00 0.00
H -2.882 -1.406 0.867 -0.04 -0.02 0.00
H -4.861 -2.851 0.436 0.02 0.00 0.00
H -0.323 -4.100 2.404 -0.01 0.00 0.00
H 1.691 -4.819 3.643 0.00 0.00 0.00
H 3.862 -3.689 3.251 0.00 0.00 0.00
H 3.992 -1.783 1.636 0.02 0.00 -0.01
H 4.778 1.116 -1.509 0.00 0.02 0.01
H 4.209 2.887 -3.155 0.00 0.00 0.00
H 1.760 3.402 -3.588 0.00 0.00 0.00
H 0.055 2.069 -2.427 0.01 0.00 0.00
C -0.459 0.895 1.135 0.05 0.18 -0.16
Ge 0.663 2.272 1.811 -0.06 -0.20 0.11
C -0.247 3.196 3.319 0.00 0.01 0.02
C 0.406 4.193 4.047 0.00 0.00 -0.01
C -0.222 4.854 5.093 -0.01 0.00 -0.01
C -1.530 4.530 5.434 0.01 -0.01 -0.01
C -2.195 3.541 4.723 0.00 -0.01 0.00
C -1.555 2.883 3.678 0.00 0.03 0.01
C 1.015 3.746 0.563 -0.02 0.02 -0.04
C 2.229 4.417 0.446 -0.01 0.06 0.03
C 2.364 5.512 -0.402 0.00 -0.01 0.00
C 1.277 5.966 -1.132 0.02 0.00 -0.01
C 0.055 5.316 -1.018 -0.01 0.00 -0.01
C -0.067 4.215 -0.186 0.01 -0.05 -0.01
C 2.317 1.612 2.665 -0.02 0.02 0.09
C 3.605 1.683 2.140 0.01 -0.02 -0.01
C 4.690 1.148 2.826 0.01 0.00 -0.02
C 4.505 0.513 4.044 -0.01 -0.01 0.00
C 3.225 0.410 4.573 -0.01 0.01 -0.02
C 2.151 0.960 3.889 0.03 0.01 0.00
H -1.116 0.442 1.885 0.00 -0.01 -0.01
H 1.428 4.455 3.793 0.01 0.00 -0.01
H 0.307 5.623 5.644 0.00 0.01 0.00
H -2.026 5.045 6.249 0.00 0.00 0.00
H -3.216 3.281 4.980 0.00 0.00 0.01
H -2.085 2.114 3.126 0.00 0.00 -0.01
H 3.086 4.096 1.024 -0.02 0.00 -0.02
H 3.325 6.006 -0.491 0.00 0.01 -0.01
H 1.381 6.817 -1.796 0.00 0.00 0.00
H -0.800 5.659 -1.591 0.01 0.00 0.01
H -1.017 3.691 -0.119 0.00 0.00 -0.01
H 3.775 2.119 1.165 -0.01 -0.01 -0.02
H 5.679 1.204 2.385 0.00 0.00 0.00
H 5.349 0.078 4.567 0.00 0.00 0.00
H 3.060 -0.113 5.507 0.01 0.00 0.00
H 1.156 0.868 4.315 -0.01 0.00 0.00
C -4.977 -0.820 -5.287 -0.01 -0.01 0.01
Si -5.489 -0.630 -3.481 -0.02 0.03 0.01
C -5.490 -2.336 -2.699 0.00 0.02 0.02
C -7.278 -0.004 -3.447 -0.02 -0.05 -0.05
Si -4.017 0.833 -2.406 0.09 0.01 -0.03
Te -1.803 -0.268 -2.420 -0.05 -0.15 -0.15
Si -3.860 2.710 -3.810 0.02 0.00 0.05
C -5.524 3.270 -4.528 0.04 0.04 -0.01
C -2.726 2.364 -5.268 -0.01 -0.01 -0.01
C -3.129 4.173 -2.869 0.02 -0.05 -0.02
Si -4.985 1.602 -0.420 -0.01 -0.04 -0.10
C -3.740 2.578 0.575 0.01 0.05 0.02
C -6.459 2.721 -0.831 0.02 0.01 0.04
C -5.692 0.215 0.640 0.02 -0.01 0.06
H -5.541 -1.622 -5.773 -0.01 0.00 0.00
H -3.914 -1.062 -5.343 0.01 0.00 0.00
H -5.146 0.102 -5.847 0.01 0.03 -0.01
H -6.049 -3.048 -3.315 -0.01 0.00 -0.01
H -5.949 -2.309 -1.708 0.01 -0.01 -0.01
H -4.469 -2.702 -2.576 0.01 -0.01 0.01
H -7.931 -0.677 -4.013 0.00 0.00 0.00
H -7.371 0.996 -3.874 0.01 0.01 0.01
H -7.649 0.030 -2.420 -0.01 0.01 0.02
H -5.946 2.504 -5.182 -0.01 -0.03 0.00
H -5.388 4.179 -5.123 0.00 0.00 0.00
H -6.253 3.485 -3.745 -0.03 -0.01 0.01
H -3.139 1.582 -5.909 0.01 -0.02 -0.02
H -1.755 2.016 -4.911 0.01 0.00 0.00
H -2.584 3.267 -5.869 0.00 0.01 0.00
H -3.810 4.541 -2.099 -0.02 0.01 0.04
H -2.898 5.003 -3.544 0.00 0.00 -0.01
H -2.202 3.865 -2.379 0.00 0.01 0.01
H -3.490 3.519 0.080 -0.02 0.03 -0.03
H -2.809 2.009 0.668 0.03 -0.03 0.06
H -4.117 2.816 1.574 0.02 -0.01 0.02
H -6.139 3.619 -1.363 0.01 0.03 -0.02
H -6.958 3.039 0.090 0.01 0.00 0.01
H -7.194 2.204 -1.452 -0.01 0.00 -0.02
H -4.906 -0.428 1.037 0.01 -0.02 -0.02
H -6.385 -0.408 0.070 0.00 -0.01 -0.01
H -6.239 0.642 1.487 0.00 -0.01 0.01
```
Positions in Å, forces in eV/Å.

Summary:
- LUMO (alpha / beta) (eV) = 4.17 / 4.17
- net charge = -2
- multiplicity = 2
- expectation value of S² = 0.8240


Values of energy above the lowest of the compared OMol25 structures with the same formula, charge and spin, in order: 372.0, 0.0, 156.2, 28.6, 0.0, all in kJ/mol.
Values of largest force on an atom, in order: 0.0902, 0.0669, 0.0424, 0.0562, 0.0143, all in hartree/bohr.